The following is a quantum chemistry calculation of a cluster of 3 separate species, C23H33N3O2S in total in a non-equilibrium geometry, from the Open Molecules 2025 dataset.

Summary:
ΔE to the lowest compared entry with this formula, charge and spin in kcal/mol: 113.7
Spin multiplicity: 1
HOMO level in eV: -8.2
Total charge: 0
Structure (SMILES): C#CCc1cccc2c1Nc1ccccc1S2.COC[C@@H](C)N.COC[C@@H](C)N
LUMO energy in eV: 0.61
Energy in eV: -43783.4778

Last columns: bonded neighbours and bond lengths (Å).
Atoms and positions in Å:
1 C -2.197 -2.335 4.797  C2 1.208, H18 1.083
2 C -3.263 -2.450 4.241  C1 1.208, C3 1.522
3 C -4.619 -2.290 3.567  C2 1.522, C4 1.553, H19 1.105, H20 1.110
4 C -4.996 -0.787 3.455  C3 1.553, C5 1.415, C9 1.430
5 C -6.267 -0.397 3.941  C4 1.415, C6 1.409, H21 1.103
6 C -6.727 0.935 3.919  C5 1.409, C7 1.413, H22 1.099
7 C -5.864 1.923 3.393  C6 1.413, C8 1.409, H23 1.102
8 C -4.590 1.546 2.921  C7 1.409, C9 1.433, S17 1.812
9 C -4.110 0.196 2.915  C4 1.430, C8 1.433, N10 1.442
10 N -2.814 -0.167 2.396  C9 1.442, C11 1.450, H24 1.024
11 C -1.757 0.691 2.897  N10 1.450, C12 1.417, C16 1.425
12 C -0.575 0.061 3.361  C11 1.417, C13 1.422, H25 1.097
13 C 0.477 0.858 3.889  C12 1.422, C14 1.417, H26 1.099
14 C 0.317 2.266 3.935  C13 1.417, C15 1.414, H27 1.104
15 C -0.834 2.922 3.441  C14 1.414, C16 1.411, H28 1.097
16 C -1.865 2.111 2.923  C11 1.425, C15 1.411, S17 1.812
17 S -3.424 2.773 2.276  C8 1.812, C16 1.812
18 H -1.253 -2.205 5.311  C1 1.083
19 H -4.638 -2.812 2.593  C3 1.105
20 H -5.350 -2.760 4.258  C3 1.110
21 H -6.925 -1.173 4.366  C5 1.103
22 H -7.699 1.270 4.307  C6 1.099
23 H -6.136 2.989 3.331  C7 1.102
24 H -2.789 -0.064 1.377  N10 1.024
25 H -0.484 -1.032 3.315  C12 1.097
26 H 1.380 0.338 4.241  C13 1.099
27 H 1.149 2.839 4.382  C14 1.104
28 H -0.941 4.013 3.484  C15 1.097
29 C 4.214 -0.556 -1.393  O30 1.418, H35 1.092, H36 1.093, H37 1.090
30 O 4.142 0.575 -0.541  C29 1.418, C31 1.417
31 C 2.826 0.968 -0.190  O30 1.417, C32 1.538, H38 1.094, H39 1.098
32 C 2.215 0.179 0.979  C31 1.538, C33 1.525, N34 1.469, H40 1.094
33 C 1.733 -1.215 0.590  C32 1.525, H41 1.091, H42 1.092, H43 1.093
34 N 3.154 0.062 2.102  C32 1.469, H44 1.017, H45 1.018
35 H 3.386 -0.587 -2.106  C29 1.092
36 H 4.243 -1.476 -0.803  C29 1.093
37 H 5.147 -0.496 -1.954  C29 1.090
38 H 2.909 2.014 0.119  C31 1.094
39 H 2.170 0.954 -1.070  C31 1.098
40 H 1.339 0.736 1.325  C32 1.094
41 H 2.555 -1.920 0.462  C33 1.091
42 H 1.084 -1.621 1.368  C33 1.092
43 H 1.159 -1.186 -0.339  C33 1.093
44 H 3.401 0.997 2.418  N34 1.017
45 H 4.028 -0.303 1.728  N34 1.018
46 C 1.058 -1.959 -6.671  O47 1.417, H52 1.094, H53 1.092, H54 1.091
47 O 2.382 -1.584 -7.008  C46 1.417, C48 1.418
48 C 2.599 -0.186 -7.099  O47 1.418, C49 1.538, H55 1.094, H56 1.097
49 C 2.859 0.507 -5.750  C48 1.538, C50 1.526, N51 1.467, H57 1.094
50 C 1.598 0.718 -4.919  C49 1.526, H58 1.091, H59 1.091, H60 1.093
51 N 3.841 -0.226 -4.943  C49 1.467, H61 1.017, H62 1.018
52 H 0.317 -1.280 -7.102  C46 1.094
53 H 0.939 -2.008 -5.586  C46 1.092
54 H 0.882 -2.959 -7.068  C46 1.091
55 H 3.496 -0.070 -7.714  C48 1.094
56 H 1.781 0.298 -7.648  C48 1.097
57 H 3.272 1.497 -5.968  C49 1.094
58 H 1.249 -0.203 -4.450  C50 1.091
59 H 1.790 1.432 -4.115  C50 1.091
60 H 0.787 1.118 -5.531  C50 1.093
61 H 4.713 -0.286 -5.462  N51 1.017
62 H 3.527 -1.194 -4.892  N51 1.018

Löwdin population analysis, charges in e, atoms 1 to 6:
1 C 0.078
2 C -0.117
3 C -0.132
4 C -0.145
5 C -0.050
6 C -0.074